Record 1
Computed, not measured: a molecular structure, C18H24N4O3S2 at a distorted geometry, with ωB97M-V/def2-TZVPD.

## Properties
Charge = 0
HOMO energy = -0.33657 hartree
Energy relative to the best compared isomer or geometry (same formula, charge and spin) = 1.295 eV
E_LUMO = -1.18 eV
Largest force on an atom = 1.31 eV/Å

Each line ends with the natural charge from an NBO analysis.
Element x y z (Å)
S: -1.49556 -0.33634 -2.62328  2.3392
S: -2.61351 -4.99074 -2.20120  0.9992
O: -0.52521 0.68354 -2.90656  -0.9519
O: -1.31558 1.99138 2.39038  -0.6491
O: -2.43996 -0.69410 -3.63331  -0.9144
N: 0.82028 1.39807 2.02396  -0.4456
N: -1.08806 -5.36722 -1.88044  -0.6116
N: -2.45182 -3.40287 -2.34038  -0.6342
N: -2.33441 0.15680 -1.28740  -0.6724
C: 2.35968 3.33605 2.35128  -0.4150
C: 0.77840 -1.72816 -1.97297  -0.1678
C: -1.68296 1.02786 -0.34848  -0.2262
C: 2.18822 1.17453 -0.03052  -0.4005
C: -1.17153 -3.08445 -2.15476  0.1508
C: 1.56336 -2.86208 -1.68214  -0.2115
C: -2.74451 -1.53948 0.45709  -0.4163
C: -0.36198 -4.24768 -1.87663  0.0796
C: -0.50974 1.28497 1.80637  0.7013
C: 2.90656 2.52236 -0.00052  -0.3943
C: 2.20744 3.58529 0.84844  -0.4064
C: -1.02233 0.25520 0.80509  -0.3285
C: -2.09852 -0.60622 1.47732  -0.3856
C: -3.30891 -0.74519 -0.72478  -0.2389
C: 1.85589 0.63434 1.36502  -0.2180
C: 1.26464 2.43778 2.93575  -0.2246
C: 1.01549 -4.11535 -1.63482  -0.1757
C: -0.56590 -1.82119 -2.19672  -0.3566
H: 2.31794 4.28587 2.88664  0.2204
H: -0.95358 1.60663 -0.91573  0.2399
H: -1.99536 -2.25058 0.10247  0.1913
H: 1.60473 -4.99406 -1.42813  0.2337
H: 2.74629 0.67785 1.99656  0.2054
H: 0.37730 3.03044 3.16698  0.2485
H: -4.16584 -0.15066 -0.38927  0.2022
H: 3.34608 2.90678 2.54073  0.1912
H: 1.14928 3.63543 0.58712  0.2058
H: 2.82742 0.44949 -0.53957  0.2031
H: -1.65528 -1.18817 2.28916  0.2096
H: 2.62060 -2.73071 -1.50877  0.2249
H: -2.84744 0.05914 1.91046  0.2238
H: -0.23799 -0.38636 0.40243  0.2100
H: -2.42685 1.71266 0.07306  0.2237
H: 2.98541 2.88400 -1.02764  0.2139
H: 1.56063 -0.41684 1.29744  0.2051
H: 1.26659 1.27381 -0.60577  0.2060
H: 1.23328 -0.75339 -2.04881  0.2508
H: -3.62738 -1.40707 -1.53122  0.2506
H: 3.92345 2.38463 0.37714  0.1913
H: 1.61980 1.97666 3.86546  0.1907
H: -3.55157 -2.10545 0.92444  0.2193
H: 2.65305 4.55282 0.60905  0.2136



Record 2
Computed, not measured: 8 unconnected molecules or ions with the total composition C25H53N3O14S2 at a distorted geometry, with ωB97M-V/def2-TZVPD.

## Properties
Charge = +1
HOMO energy (spin up / spin down) = -0.41536 / -0.41525 hartree
Spin multiplicity = 2
E_LUMO (spin up / spin down) = -2.34 / -8.22 eV
<S²> = 0.7683
Largest force on an atom = 3.97 eV/Å

Each line ends with the Löwdin spin population.
Element x y z (Å)
S: 4.17758 -15.57589 7.62477  0.0000
S: 13.69642 -19.18445 8.46896  0.0001
O: 4.13092 -16.56964 6.55230  0.0000
O: 8.13280 -18.80785 11.41618  0.0024
O: 13.64653 -19.69534 10.05996  0.0001
O: 16.92363 -17.37306 14.38102  0.0000
O: 7.10124 -14.73631 14.59929  0.0216
O: 13.35362 -20.38532 7.69147  0.0000
O: 12.94450 -17.95672 8.28872  0.0007
O: 15.27172 -18.94868 8.58642  0.0000
O: 15.68226 -13.97741 8.24918  0.0002
O: 5.66470 -11.23826 11.33598  0.0003
O: 10.64115 -13.89760 10.24901  0.5128
O: 2.61937 -15.30878 8.06366  0.0000
O: 4.99889 -15.78871 8.78103  0.0004
O: 4.40918 -14.14228 6.92998  0.0000
N: 4.19894 -10.37566 9.72136  0.0000
N: 7.13079 -12.73526 13.39882  0.0337
N: 9.48701 -15.81026 10.61213  0.2238
C: 11.84344 -15.94893 10.81558  0.0585
C: 4.97780 -11.37646 10.26370  0.0000
C: 15.06522 -15.98977 14.50109  0.0000
C: 8.52669 -12.50408 13.30497  0.0110
C: 15.62695 -15.88168 7.03812  0.0000
C: 7.96303 -18.66935 12.85645  0.0002
C: 10.58291 -15.07943 10.55605  0.0474
C: 4.02308 -9.05859 10.44703  0.0000
C: 15.92256 -19.80235 9.54939  0.0000
C: 14.88481 -20.19102 10.55395  0.0000
C: 5.91665 -18.96035 11.77785  0.0001
C: 5.14997 -12.57754 9.44396  0.0000
C: 6.45740 -18.51783 13.06319  0.0000
C: 15.26125 -15.33395 8.37724  0.0002
C: 5.07210 -13.99917 13.57863  -0.0004
C: 6.93739 -18.70588 10.78607  0.0002
C: 8.17024 -15.24856 10.58403  0.0404
C: 17.28353 -16.08174 13.78069  0.0000
C: 15.51705 -14.68213 6.09596  0.0000
C: 16.22099 -15.10596 14.34935  0.0000
C: 6.58321 -13.87010 13.91481  0.0006
C: 16.24794 -13.73152 6.96274  0.0000
C: 2.03302 -14.27529 7.34935  0.0000
C: 3.16349 -13.52303 6.67148  0.0000
C: 15.68014 -17.37344 14.93918  0.0000
H: 11.64637 -16.87394 10.27372  0.0075
H: 12.09203 -16.24368 11.83511  -0.0017
H: 9.50173 -16.80388 10.79271  0.0031
H: 3.79981 -10.47669 8.79907  0.0000
H: 2.94605 -13.29149 5.62878  0.0000
H: 4.56557 -14.17459 14.52772  -0.0001
H: 8.18979 -14.16777 10.44396  0.0010
H: 12.69954 -15.45530 10.35567  -0.0015
H: 15.07741 -16.76995 6.72649  0.0000
H: 8.78643 -12.94896 12.34439  0.0049
H: 8.94089 -11.49821 13.37416  0.0015
H: 4.90498 -8.45802 10.22414  0.0000
H: 16.67790 -16.12337 6.87936  0.0000
H: 7.63550 -15.75175 9.77845  0.0173
H: 17.23120 -16.03685 12.69287  0.0000
H: 6.74386 -17.77433 10.25423  0.0000
H: 5.31738 -12.19432 8.43737  0.0000
H: 14.72750 -21.26922 10.58310  0.0000
H: 18.22724 -15.70601 14.17610  0.0000
H: 8.53499 -17.77411 13.10041  0.0001
H: 5.65323 -20.01765 11.74860  0.0000
H: 16.04895 -14.76214 5.14792  0.0000
H: 6.09798 -19.12688 13.89264  0.0000
H: 3.95125 -9.26746 11.51441  0.0000
H: 15.80318 -14.26267 13.79945  0.0000
H: 9.03105 -12.96837 14.15241  0.0006
H: 8.24924 -19.50564 13.49427  0.0001
H: 14.31547 -15.60265 15.19110  0.0000
H: 14.50654 -14.34151 5.87022  0.0000
H: 6.19438 -17.49258 13.32354  0.0000
H: 15.10064 -18.03683 14.29714  0.0000
H: 4.90837 -15.01318 13.21384  -0.0002
H: 16.64652 -19.18514 10.08140  0.0000
H: 16.64395 -14.68915 15.26340  0.0000
H: 4.28125 -13.23355 9.49955  0.0000
H: 16.46725 -20.65264 9.13901  0.0000
H: 7.68958 -15.50865 11.52711  0.0125
H: 3.06537 -8.70653 10.06372  0.0000
H: 14.41023 -16.05816 13.63251  0.0000
H: 6.03173 -13.05078 9.87598  0.0000
H: 1.38724 -13.70283 8.01521  0.0000
H: 17.32176 -13.90368 7.03609  0.0000
H: 5.02251 -18.37912 11.55249  0.0000
H: 15.49464 -15.97533 9.22710  0.0000
H: 15.55968 -17.56604 16.00524  0.0000
H: 4.67555 -13.30075 12.84170  0.0000
H: 7.01257 -19.48912 10.03176  0.0001
H: 15.21037 -19.77508 11.50741  0.0000
H: 1.38313 -14.74356 6.61011  0.0000
H: 14.17784 -15.30633 8.26070  0.0001
H: 3.19591 -12.56201 7.18478  0.0000
H: 16.10205 -12.71034 6.61061  0.0000
H: 6.53825 -12.19270 12.78675  0.0006



Record 3
Computed, not measured: a molecular structure, C6H4BrNO2S at a distorted geometry, with ωB97M-V/def2-TZVPD.

## Properties
Charge = 0
HOMO energy = -0.33855 hartree
Energy relative to the best compared isomer or geometry (same formula, charge and spin) = 0.000 eV
E_LUMO = -1.13 eV
Largest force on an atom = 6.16 eV/Å

Each line ends with the natural charge from an NBO analysis.
Element x y z (Å)
Br: -3.59825 -0.02357 -0.03054  0.0429
S: -0.81219 1.40925 -0.04085  0.3062
O: 3.03667 1.71613 -0.01466  -0.3608
O: 1.39524 3.11069 -0.25394  -0.3587
N: 1.83923 1.98210 -0.04458  0.4923
C: 0.86701 0.92505 0.07111  -0.1245
C: -1.65206 -0.37200 -0.00713  -0.1415
C: 1.26991 -0.40999 0.19105  -0.1959
C: -0.87649 -1.19794 1.20885  -0.1668
C: -0.81108 -1.23078 -0.97357  -0.4798
C: 0.07199 -1.25820 0.18926  0.0180
H: 2.30165 -0.82437 0.41713  0.2770
H: -1.40730 -2.08689 -1.10910  0.2444
H: -0.99995 -1.07612 2.21971  0.2223
H: -0.62439 -0.66336 -1.82276  0.2251



| no. | electronic energy (eV) |
| --- | --- |
| 1 | -52829.1919 |
| 2 | -81575.9629 |
| 3 | -92741.8028 |